Molecular formula: C37H98N6O11
Method: DFT, ωB97M-V with the def2-TZVPD basis set

Calculated values
* LUMO level: 0.52 eV
* energy above the lowest of the compared OMol25 structures with the same formula, charge and spin: 388.6 kJ/mol
* SMILES: COC[C@H](C)N.COC[C@H](C)N.COC[C@H](C)N.COC[C@H](C)N.COCCNCCOC.COCCNCCOC.CC(C)O.CC(C)O.CC(C)O

Last column: Mulliken charge in e.
Element x y z (Å)
C 17.5981 -26.3722 -5.0039  -0.709
C 17.8803 -23.9326 6.1330  -0.571
O 12.2543 -24.5155 -0.4691  -0.111
H 22.7616 -22.9011 3.5246  0.413
H 17.5498 -22.3073 1.3162  0.222
H 20.9137 -23.5271 -1.8683  0.715
H 16.9143 -25.9741 -2.2519  0.087
H 15.6876 -22.5629 -2.6281  0.131
H 17.8658 -26.2913 4.7517  -0.554
C 22.1532 -25.2473 -0.2418  -0.639
H 16.2648 -22.4859 0.0178  0.243
H 22.9395 -23.8798 2.1138  0.313
H 12.8060 -25.7692 5.1152  0.292
H 20.7611 -24.1242 5.4050  0.010
C 13.2560 -27.4133 1.4211  -0.556
C 21.2429 -21.2905 5.7727  -0.562
O 16.7808 -26.6676 -2.9021  -0.486
H 11.8490 -26.9871 3.0906  0.551
H 17.3030 -21.3475 8.0895  0.279
H 19.3661 -28.6787 5.9190  0.292
H 18.4629 -26.4384 -5.6642  0.445
H 18.6001 -20.0000 -8.7205  0.358
H 18.6322 -21.3856 5.6011  0.214
C 19.0993 -21.7246 6.5258  -0.667
C 16.4969 -28.6459 0.0645  -0.403
C 13.1988 -23.7030 -1.1660  -0.623
H 9.2983 -21.9367 1.6967  0.261
C 15.6368 -21.5337 -2.9832  -0.579
N 17.7290 -20.8409 -6.9451  -0.351
H 12.4867 -27.9296 0.8470  0.680
H 16.4860 -21.0118 -2.5422  0.340
O 16.7301 -25.0171 -0.4639  0.405
C 13.7462 -26.1831 4.7507  -0.902
C 18.6762 -27.8351 5.8953  -1.775
C 20.8597 -23.3127 -0.8010  0.095
C 20.9282 -21.1197 0.7059  -1.195
H 24.5711 -23.4919 5.1281  0.298
C 17.2069 -28.1794 3.8349  -1.573
H 25.5147 -24.8774 4.6250  0.279
H 19.0912 -24.4870 3.0813  -0.659
H 10.6546 -23.5096 -1.3056  0.400
H 15.8698 -21.6636 -6.8673  0.379
H 15.7324 -19.0922 -12.1008  0.286
H 12.8736 -23.5733 -2.1982  0.444
H 16.7806 -27.4673 3.1282  0.288
H 18.1912 -24.5552 0.9688  -0.719
H 16.9125 -28.7078 -0.9413  -0.164
H 21.7909 -21.4399 1.2902  0.161
H 9.1707 -22.2381 0.1818  0.271
H 17.3816 -23.5636 5.2367  0.126
H 19.1538 -20.9417 7.2822  0.534
H 19.9940 -21.5163 -2.4273  0.177
H 14.6097 -27.7313 -0.7082  0.276
H 14.0507 -27.1118 5.2332  0.341
H 19.2387 -27.0613 6.4178  0.400
O 20.3908 -22.2563 6.3559  -0.462
H 19.0761 -26.7885 1.1228  -0.433
H 13.0049 -28.2290 3.2812  0.405
H 17.2029 -28.9659 -3.7418  0.340
C 17.1748 -24.2798 0.6872  1.733
H 13.4412 -22.7798 -0.6397  0.336
H 13.2572 -26.4199 0.9723  0.197
O 21.9775 -23.8313 -0.0348  -0.341
H 14.6208 -29.4382 -0.3602  0.418
H 12.4775 -23.8158 1.8649  -0.139
C 10.9190 -24.0082 -0.3730  -0.948
N 14.4902 -28.1796 1.2906  -0.299
H 17.2756 -22.8678 -6.8786  0.389
H 16.3327 -21.8048 6.8314  0.251
H 16.4673 -28.5309 4.5543  0.465
C 16.8303 -22.0992 -5.0025  0.608
C 17.7504 -20.5936 -8.3834  -0.608
H 18.5339 -23.2784 8.0162  0.307
H 18.8773 -28.7274 -4.3270  0.419
H 25.2745 -23.4666 3.5934  0.339
C 21.2495 -24.6626 3.4336  0.441
H 22.9374 -25.6764 0.3819  0.289
H 10.3150 -24.9083 -0.2586  0.288
N 19.8272 -21.2412 -1.4699  -0.530
H 19.9135 -23.6938 -0.4169  -0.490
H 22.4871 -25.4427 -1.2609  0.373
H 19.9812 -23.4599 2.0303  -0.828
C 16.4788 -19.9870 -9.0203  -0.450
H 22.2699 -21.5935 5.9762  0.167
C 14.9857 -28.4745 -0.0050  -0.635
H 17.9998 -22.6829 -0.3108  0.186
C 17.2119 -22.8382 0.4262  -1.225
H 21.9289 -25.1489 5.2095  0.258
C 19.9757 -23.8509 3.0477  2.232
C 18.1365 -28.4252 -3.5868  -1.672
H 14.4427 -25.4045 5.0617  0.133
O 13.8003 -26.3537 3.4105  0.150
H 18.7843 -24.4451 5.8041  -0.195
O 23.6249 -24.7520 3.7022  -0.364
H 17.8328 -21.5847 -8.8295  0.303
H 15.6914 -20.7296 -8.8913  0.294
H 16.8956 -23.1843 -4.9218  -0.422
H 11.4935 -22.8031 2.9038  0.471
H 21.2205 -20.2671 6.1472  0.432
N 16.9318 -22.1335 7.5752  -0.717
H 20.0878 -26.7330 4.1127  0.242
H 11.3069 -22.0686 0.4806  0.203
C 12.8869 -27.2296 2.8623  -1.226
C 16.8815 -21.9083 -6.5438  -0.837
H 17.1957 -24.6358 6.6073  0.400
C 18.1386 -22.8080 7.1159  0.292
H 15.1304 -24.3037 1.4888  -0.117
H 10.8837 -24.4271 2.4347  0.308
H 20.8882 -20.0305 0.6953  0.562
H 18.7827 -26.5809 -3.0901  0.099
H 16.6939 -25.9091 -0.1109  -0.094
H 16.3052 -24.0731 2.7802  0.143
H 16.1169 -25.6084 1.9783  -0.145
C 15.5971 -19.2702 -11.0340  -0.804
H 21.1514 -25.5954 2.8784  -0.023
C 18.2457 -27.2891 4.5322  1.885
H 19.8140 -23.0244 3.7398  -0.330
C 20.9736 -21.7994 -0.6895  0.084
H 15.1780 -27.7059 1.8585  0.117
H 19.9691 -21.3966 1.1435  0.117
H 19.8481 -20.2317 -1.4934  0.239
C 22.6552 -23.9246 3.1651  -1.040
C 16.1483 -24.5328 1.8044  -0.388
O 19.3964 -27.2838 3.7382  -0.580
H 18.9398 -27.5272 -0.4466  -0.001
H 17.3487 -25.3138 -4.9294  -0.383
H 14.6494 -19.8060 -10.9787  0.322
O 16.7494 -19.8003 -10.3782  -0.307
H 16.7842 -26.8666 -5.5342  0.338
H 18.6480 -21.1849 -6.7061  0.260
C 10.8319 -23.0049 0.7735  0.700
H 17.7690 -27.9716 6.4839  0.463
H 16.7231 -29.5761 0.5857  0.423
H 21.0355 -21.2993 4.7026  0.100
H 21.2207 -25.7799 -0.0549  0.048
H 16.1698 -19.0730 -8.5130  0.357
H 17.7213 -21.7220 -4.5004  0.067
C 17.8892 -26.9252 -3.6107  1.211
C 11.4494 -23.5525 2.1135  -0.948
C 24.7789 -24.1492 4.2838  -0.823
H 17.6893 -29.0417 3.3748  0.333
H 15.2670 -18.3259 -10.6010  0.332
H 18.3263 -28.8200 -2.5887  0.286
H 21.8824 -21.5130 -1.2189  0.395
O 17.1866 -27.5392 0.6533  0.311
H 14.7421 -21.0782 -2.5588  0.348
O 15.7049 -21.3955 -4.4355  -0.450
H 19.0402 -28.5612 0.9335  0.449
C 18.6136 -27.6190 0.5894  -0.294
H 14.0946 -24.3160 -1.2650  -0.124
N 21.0281 -24.9053 4.8230  -0.407
N 9.4453 -22.6913 1.0416  -0.788